The following is a quantum chemistry calculation of a cluster of 15 separate species, C6H42NO14 in total in a non-equilibrium geometry, from the OMol25 dataset.

largest force on an atom: 2.27 eV/Å
orbital gap: 0.3406 hartree
molecular weight: 352.39 g/mol
E_HOMO: -0.4253 Eh
charge: +1

Positions of all 63 atoms, in Å:
O: 4.472588 -1.086058 0.139462
C: -1.534202 1.348153 -0.522054
C: -2.856428 3.017300 -1.846214
O: -0.364190 -3.907851 0.231899
H: 1.584409 0.422060 -1.667585
O: 1.420823 -2.125791 -1.615518
H: 1.927085 0.010132 2.600980
C: -0.513810 0.731570 -1.474240
H: 5.085658 -1.473277 -0.496986
H: 3.122927 2.631876 -1.311557
O: -2.922463 2.106239 2.113744
C: -1.202437 3.875737 -0.241279
H: -0.623874 -3.041163 0.620295
H: 1.414842 -2.535778 -0.731924
O: 1.988147 1.769747 2.086204
H: -3.224367 -2.576665 -2.564311
H: 3.292623 3.506488 -2.734669
H: 2.624992 1.512963 1.382438
H: -1.147620 1.193701 0.495686
O: 3.906094 1.540011 0.161460
H: -1.747498 4.805152 -0.424300
H: -1.050940 -1.378432 2.089214
O: 2.821841 2.878768 -2.191488
O: -0.568283 -1.484069 1.246288
H: -3.139743 4.006529 -2.168270
H: -3.375813 2.302245 -2.494689
H: -1.259704 0.399010 4.505391
H: -3.438196 1.336301 1.819263
O: -3.982830 -0.054261 0.809842
H: 3.237318 -0.668476 3.100573
H: 2.369062 -2.038761 -1.772427
H: -3.348296 2.684019 2.739987
H: -0.460863 -1.226168 -0.684074
H: -1.752881 -1.030740 -1.736432
C: 0.904260 0.766406 -0.886636
H: 4.543681 2.260400 0.185868
O: -3.472056 -1.640847 -2.576524
H: -1.439095 0.830329 3.012560
H: 1.045586 0.162982 0.012249
H: 1.123442 1.782180 -0.531993
H: -1.147680 -3.861612 -1.708045
N: -0.776968 -0.763298 -1.533944
H: 0.231846 -1.024400 1.545252
O: 2.297180 -0.818981 2.962117
H: -0.343961 -1.312000 -2.277592
O: -1.130469 0.128600 3.598461
H: -0.205279 3.977200 -0.667327
C: -1.907317 2.749763 -0.965034
H: -0.194101 -4.520274 0.953763
H: 4.359659 0.686265 0.342458
H: 2.330787 2.587553 2.454208
H: -1.155676 3.699506 0.835222
H: -0.406666 1.171532 -2.467121
H: 2.298383 -2.486217 1.946616
O: 2.414443 -2.867274 1.056319
H: -2.524294 0.893230 -0.437795
H: -4.435849 -0.905152 0.844877
H: -0.088431 -3.148098 -2.462536
H: -4.667337 0.547579 0.487470
H: 4.002564 -1.858608 0.505842
H: -3.387859 -1.349628 -3.489340
O: -1.039219 -3.295924 -2.491353
H: 2.065093 -3.767174 1.080193

Forces on the atoms, in the same order (eV/Å):
0.1 -0.6 -0.1
-0.7 0.1 -0.6
-0.4 -0.5 -1.3
-0.1 0.0 -0.3
0.3 0.4 0.4
0.7 -0.6 0.2
0.4 0.2 0.6
1.0 -1.5 1.3
0.1 0.2 0.1
0.7 0.4 -0.4
1.1 -0.2 -0.5
-0.5 0.1 -0.5
0.4 -0.6 0.2
-0.1 0.0 0.0
-0.1 -0.4 -0.4
0.1 0.2 -0.3
0.7 0.2 0.7
-0.1 0.7 0.2
0.1 0.9 -0.2
0.1 0.0 0.1
0.2 0.0 0.1
-0.5 -0.1 -0.2
-1.5 -0.7 -0.5
0.0 0.7 1.2
0.3 0.5 0.4
0.2 -0.4 0.7
-0.1 0.2 0.1
-0.2 0.4 0.7
-0.6 -0.1 0.0
-0.1 0.3 0.0
-0.1 0.1 -0.2
-0.7 -0.2 0.2
-0.4 0.3 0.2
-0.4 0.4 0.5
0.1 1.0 0.0
0.3 -0.2 0.2
0.1 0.1 0.4
-0.3 0.4 0.3
-0.3 -0.3 -0.2
0.1 -0.2 -0.6
-0.1 0.0 -0.1
-1.3 -0.2 -1.5
0.3 -0.3 -0.4
-0.3 -0.6 -0.3
0.6 0.8 0.1
0.3 -0.7 -0.7
0.3 0.1 0.2
0.4 0.8 1.6
-0.3 0.1 0.0
-0.1 0.3 -0.4
0.0 0.0 0.1
0.1 -0.1 -0.1
-0.8 -0.2 0.0
-0.1 0.2 -0.1
0.0 -0.2 0.0
0.5 -0.8 -0.7
0.1 0.0 0.1
0.4 -0.2 -0.2
0.0 -0.1 -0.2
-0.1 0.3 0.0
-0.1 -0.2 -0.1
-0.2 -0.4 0.3
0.2 0.1 0.1



The following is a quantum chemistry calculation of a cluster of 15 separate species, C6H42O18S in total in a non-equilibrium geometry, from the OMol25 dataset.

largest force on an atom: 5.24 eV/Å
orbital gap: 0.3432 hartree
molecular weight: 434.45 g/mol
E_HOMO: -0.3335 Eh

Positions of all 67 atoms, in Å:
H: 9.400546 -2.777284 -1.831667
H: 0.794960 -1.613432 -2.479908
C: -5.555835 0.574707 -0.844878
H: 2.883136 0.276149 -2.244055
C: 4.373876 0.290028 -0.490026
O: -3.640400 1.449406 2.192496
H: -6.064021 1.376351 -0.160343
H: 10.694069 -0.057419 -2.408810
O: -8.653282 0.810579 -1.672685
H: 9.664117 -2.002652 -3.120962
H: -8.953020 -0.042784 -2.020407
H: -3.002650 1.775611 2.845086
O: 6.585529 -1.606018 -0.804583
O: -5.417279 -0.328167 4.036447
H: 2.294951 1.341473 -0.703128
H: -9.243507 1.454646 -2.091994
C: 0.552597 -1.232907 -1.377213
H: 4.538285 -0.661972 0.203950
H: 2.541042 -1.968011 -0.499871
H: -4.708951 -0.098954 1.161885
H: -4.958674 0.294227 3.452226
H: -5.231100 3.799414 6.433242
C: -4.562896 -0.442690 0.029208
O: -2.345981 3.406586 5.440448
H: -5.673855 0.212016 4.798911
O: -0.640400 1.931549 3.403210
H: -2.201716 -4.642666 -0.551691
O: 10.950645 -0.597603 -3.171274
H: -1.304430 3.531254 1.634765
H: 11.409250 0.024791 -3.755495
C: 2.808146 0.325003 -1.056147
H: -6.349936 -0.125516 -1.382464
H: 1.589608 -0.792344 0.629679
C: 1.924215 -0.953786 -0.499962
H: -0.106758 1.783376 2.608067
H: -0.002650 2.257754 4.055800
H: 5.092485 0.157548 -1.429306
H: -4.909541 1.142532 -1.672291
H: 0.007694 -2.142083 -0.845824
H: -3.023629 2.721746 5.544349
O: -0.394737 -0.098372 -1.380950
H: 8.294120 -2.831081 -4.617903
O: -3.134601 -0.260030 -0.272054
H: 7.000546 -2.230225 -0.190491
O: -1.315814 -0.307064 -2.292853
O: 8.985529 -2.153077 -2.445759
O: 5.853453 2.865092 0.834372
O: -8.950425 -2.251648 -1.730337
H: -8.098082 -2.273881 -1.269904
H: -2.518550 -4.474017 -2.035934
H: 7.264117 -1.455593 -1.479785
H: -3.106758 1.301234 1.397352
O: -1.825770 -4.306965 -1.379308
H: -9.482012 -2.919280 -1.271326
O: 9.117646 -2.615635 -5.080931
H: 6.532041 3.015516 0.159170
H: 8.838426 -2.014744 -5.788001
H: -4.684323 2.891432 7.532518
O: -5.234385 2.878534 6.734867
H: 4.527199 1.304033 0.076237
H: -1.680198 2.992709 4.870869
O: -1.102602 2.773816 1.065085
O: -3.690788 -1.238155 -2.741607
H: -4.949401 -1.545711 -0.075013
H: -1.439005 3.038469 0.195718
S: -2.628734 -1.176702 -1.617280
H: 6.268469 2.240885 1.448464

Forces on the atoms, in the same order (eV/Å):
-0.2 0.2 -0.2
-0.5 1.3 2.2
0.7 -0.7 -0.6
-0.5 0.2 2.6
-1.0 -0.2 -0.5
0.1 0.2 0.3
0.9 -1.7 -1.3
0.0 -0.3 -0.2
-0.5 0.1 -0.4
-0.1 0.2 -0.1
0.0 0.0 0.2
0.0 -0.1 -0.3
0.4 -0.3 0.2
0.0 0.4 0.2
1.0 -2.3 -1.0
0.3 -0.2 0.2
0.8 -2.4 0.6
-0.3 2.3 -1.5
-1.3 2.2 -0.3
0.7 -1.2 -2.6
0.1 -0.1 0.0
0.0 -0.3 0.0
-2.5 1.2 1.0
0.0 -0.4 -0.1
0.0 -0.2 -0.2
0.6 0.1 0.7
0.2 0.1 -0.3
0.5 0.8 -0.1
0.0 -0.3 -0.1
-0.1 -0.3 0.1
0.3 -0.4 0.1
1.6 1.9 1.1
0.8 -0.2 -2.4
-0.7 0.4 -0.1
-0.4 0.1 0.0
0.0 -0.3 -0.2
-1.5 0.5 2.3
-1.5 -1.4 1.8
1.0 1.8 -1.1
0.1 0.2 0.0
4.3 -0.1 3.0
0.3 0.0 0.0
-0.6 -0.2 -1.4
-0.2 0.2 -0.3
-4.1 -0.1 -2.6
-0.1 -0.6 0.7
0.6 0.1 0.1
0.2 -0.3 0.3
-0.2 0.1 -0.2
0.2 0.1 0.2
0.1 -0.2 0.0
0.0 0.0 0.2
-0.4 -0.3 0.1
0.1 0.3 -0.2
-0.4 0.2 -0.5
-0.3 0.0 0.2
0.2 -0.2 0.2
-0.2 0.0 -0.2
0.3 0.3 0.1
0.1 -2.3 -1.2
-0.4 0.1 0.1
-0.3 0.6 -0.6
3.4 1.0 3.5
1.2 2.0 0.0
0.2 -0.2 0.1
-2.8 -1.4 -2.0
-0.2 0.2 -0.2



The following is a quantum chemistry calculation of a structure of composition C6H4AsAuF6N7S4Sb, from the OMol25 dataset.

spin multiplicity: 2
largest force on an atom: 0.93 eV/Å
expectation value of S²: 0.758
orbital gap (spin up / spin down): 0.2287 / 0.2150 hartree
molecular weight: 810.05 g/mol
E_HOMO (spin up / spin down): -0.2194 / -0.2194 Eh
charge: -1

Positions of all 30 atoms, in Å:
N: -2.487197 1.116900 0.831760
C: -1.901675 -0.441949 -1.330784
F: 2.392686 0.197566 0.241252
H: -4.933244 -0.926564 0.758043
H: -2.632296 1.624321 1.690075
Au: 0.795324 0.864660 -2.002026
N: 4.875153 -3.426686 -0.665150
S: 0.629609 6.018941 0.629561
H: -4.637600 0.330374 1.904641
As: 1.371255 -0.237013 1.590401
N: 0.852195 -4.913866 -2.061426
S: 0.169037 3.068560 -1.395360
F: 1.997664 1.096385 2.445021
C: 3.838414 -3.219741 -1.125621
F: 0.160777 0.848894 0.881565
C: 2.546687 -2.978332 -1.716686
F: 0.672985 -1.488906 0.637251
N: -0.977545 -0.302047 -2.028082
N: 1.963627 -0.693019 -2.654015
N: -2.975949 -0.659620 -0.633318
C: -3.257546 0.128207 0.406747
S: -1.707048 3.972582 1.782664
H: -1.537227 1.180427 0.489607
N: -4.439398 -0.091207 1.016558
S: 2.034792 2.805381 -2.028908
F: 0.289839 -0.554292 2.882309
C: 2.220781 -1.734737 -2.167826
Sb: 0.502709 3.751213 1.318559
C: 1.607868 -4.055578 -1.907119
F: 2.565323 -1.280856 2.210307

Forces on the atoms, in the same order (eV/Å):
-0.1 -0.4 -0.3
-0.3 0.0 0.3
0.1 -0.1 0.0
0.0 0.0 0.0
-0.2 0.1 0.0
-0.3 0.3 0.0
-0.1 0.0 -0.1
-0.1 0.0 0.0
0.0 0.0 0.0
0.4 -0.5 -0.5
0.2 0.1 0.0
-0.5 0.0 -0.1
0.3 0.7 0.5
-0.6 0.1 -0.2
-0.2 0.4 -0.1
0.2 -0.6 0.1
-0.2 -0.2 -0.1
-0.1 0.2 0.4
0.1 -0.6 0.1
0.4 0.1 -0.2
0.1 0.0 -0.1
0.0 0.3 0.1
-0.1 -0.1 0.1
0.0 -0.1 0.0
0.6 -0.1 -0.1
-0.3 -0.2 0.2
0.0 0.4 -0.2
0.2 -0.1 0.1
0.4 0.4 0.2
0.2 -0.3 0.2